{
  "formula": "C5H12FNP",
  "method": "the ωB97M-V functional and the def2-TZVPD basis",
  "symbols": ["C", "C", "C", "C", "C", "N", "F", "P", "H", "H", "H", "H", "H", "H", "H", "H", "H", "H", "H", "H"],
  "positions_angstrom": [[1.13917, 0.77842, 1.00363], [2.08961, -0.01400, 2.03691], [-1.50557, 0.32212, 1.12534], [-0.26438, 0.55045, 0.94682], [-1.26343, -1.25013, -3.71229], [2.05816, 0.60770, 3.28925], [-2.57304, -0.48022, -1.67957], [-1.58217, 0.29164, -2.65836], [1.40176, 1.77569, 0.87984], [1.45179, 0.37459, 0.00102], [1.96273, -1.10541, 2.17601], [3.02528, 0.10066, 1.53312], [-1.97191, 0.12445, 2.08669], [-2.21220, 0.19532, 0.39569], [-0.39375, -1.02013, -4.40203], [-2.28596, -1.51406, -4.05576], [-0.85726, -2.00084, -2.98535], [1.53900, 0.15726, 3.96949], [2.80990, 1.26354, 3.54456], [-2.56772, 0.84294, -3.49502]],
  "forces_ev_per_a": [[-1.3, -2.6, -2.2], [-0.1, -0.2, 0.7], [1.7, 0.0, 1.2], [0.4, 0.0, 1.5], [0.9, 1.0, 1.1], [1.7, 1.6, -1.1], [-1.0, -0.3, 1.2], [1.1, -0.8, -1.1], [0.4, 2.1, 0.6], [-0.2, -0.2, 0.4], [-0.7, 0.6, -0.8], [0.8, 0.1, -0.1], [0.5, 0.2, 0.5], [-1.6, -0.2, -2.4], [-1.6, -0.4, 0.1], [1.2, -0.2, -0.5], [-0.5, 0.5, -0.6], [-0.7, -0.6, 1.7], [-0.9, -0.8, 0.0], [-0.1, 0.2, -0.1]],
  "e_lumo_ev": [-6.09, -6.09],
  "total_charge": 1,
  "de_lowest_kj_mol": 264.6,
  "gap_ev": [6.6, 6.6],
  "max_force_ev_per_a": 3.6
}